No. 1
{"formula": "C6H9N", "method": "wB97M-V/def2-TZVPD", "e_tot_ev": -7857.8629, "multiplicity": 1, "smiles": "Cc1c[nH]c(C)c1", "e_above_lowest_kj_mol": 28.63, "fmax_ev_per_a": 0.8, "symbols": ["C", "C", "C", "N", "C", "C", "C", "H", "H", "H", "H", "H", "H", "H", "H", "H"], "xyz": [[-2.5751, -0.4482, -0.1079], [-1.1411, 0.0064, -0.1505], [-0.7007, 1.2748, 0.1346], [0.6745, 1.2632, 0.2074], [1.1315, -0.0020, -0.0554], [2.5451, -0.4363, 0.1559], [0.0413, -0.7812, -0.3317], [-3.2262, 0.3639, 0.2382], [-2.7094, -1.2789, 0.5982], [-2.9494, -0.7878, -1.0794], [-1.2594, 2.1882, 0.2895], [1.2637, 2.0788, 0.2428], [2.8191, -0.3448, 1.2161], [2.6304, -1.4975, -0.0982], [3.2746, 0.1292, -0.4322], [0.1812, -1.7278, -0.8273]], "forces_ev_per_a": [[-0.063, -0.004, -0.083], [0.046, 0.204, -0.022], [-0.128, 0.019, 0.072], [0.113, -0.002, 0.013], [-0.010, 0.071, -0.029], [0.093, 0.034, -0.074], [0.144, 0.108, -0.245], [0.150, -0.117, -0.141], [0.119, 0.164, -0.164], [0.086, 0.041, 0.070], [0.068, -0.159, 0.079], [-0.127, -0.100, 0.221], [-0.043, 0.037, -0.210], [0.035, 0.226, -0.051], [-0.057, -0.052, 0.026], [-0.424, -0.470, 0.539]]}



No. 2
{"formula": "C5H8N2", "method": "wB97M-V/def2-TZVPD", "e_tot_ev": -8291.5715, "multiplicity": 1, "smiles": "C/N=C/C1=N[C@@H]1C", "e_above_lowest_kj_mol": 330.45, "fmax_ev_per_a": 1.9, "symbols": ["C", "N", "C", "C", "N", "C", "C", "H", "H", "H", "H", "H", "H", "H", "H"], "xyz": [[2.2751, -1.4070, 0.8361], [1.1955, -0.5291, 0.4943], [1.3122, 0.3583, -0.3969], [-0.0058, 0.9426, -0.7334], [-0.5615, 1.9102, -1.2885], [-1.3791, 0.4363, -0.7812], [-2.5175, 0.7119, 0.1744], [3.0617, -1.4793, 0.0719], [1.8171, -2.3895, 0.9810], [2.7106, -1.1000, 1.7912], [2.2490, 0.5845, -0.9423], [-1.6891, -0.4059, -1.4467], [-2.2845, 1.6090, 0.7400], [-3.4633, 0.8767, -0.3678], [-2.7205, -0.1186, 0.8679]], "forces_ev_per_a": [[0.210, -0.188, 0.101], [0.041, 0.007, -0.222], [-0.267, -0.329, 0.386], [-0.629, -0.349, 0.112], [-0.912, -1.627, -0.337], [0.074, 0.786, -0.187], [0.209, 0.219, 0.179], [-0.042, 0.117, 0.116], [0.303, 0.005, 0.038], [-0.011, -0.063, -0.066], [-0.491, 0.064, 0.126], [0.889, 1.140, -0.353], [-0.149, 0.052, 0.242], [0.439, 0.041, 0.023], [0.335, 0.126, -0.157]]}